No. 1
{
  "formula": "C2H27O12V",
  "method": "wB97M-V/def2-TZVPD",
  "e_lumo_ev": [-9.32, -11.89],
  "charge": 2,
  "gap_ev": [5.62, 3.03],
  "total_energy_ha": -1938.5245,
  "spin_multiplicity": 5,
  "symbols": ["V", "C", "C", "O", "H", "H", "H", "H", "H", "O", "H", "H", "O", "H", "H", "O", "H", "H", "O", "H", "H", "O", "H", "H", "O", "H", "H", "O", "H", "H", "O", "H", "H", "O", "H", "H", "O", "H", "H", "O", "H", "H"],
  "positions_angstrom": [[2.004, 1.119, 2.846], [0.272, 0.355, -1.006], [0.359, -0.468, 0.204], [0.637, 0.200, 1.436], [1.288, 0.669, -1.244], [-0.345, 1.252, -1.060], [-0.106, -0.221, -1.851], [1.159, -1.195, 0.056], [-0.458, -1.188, 0.240], [-1.756, -0.165, -3.877], [-1.874, -0.060, -2.933], [-2.502, 0.292, -4.265], [-1.443, -3.138, -2.720], [-1.761, -2.653, -1.958], [-1.690, -2.597, -3.470], [-2.700, 2.977, -1.824], [-2.794, 3.908, -1.624], [-2.624, 2.554, -0.969], [1.903, 3.184, -1.446], [1.513, 3.919, -1.920], [1.951, 2.480, -2.092], [-1.315, -0.743, 3.270], [-1.584, -1.633, 3.041], [-0.682, -0.503, 2.594], [2.412, 2.660, 1.372], [1.870, 2.664, 0.583], [2.935, 3.459, 1.308], [-2.923, -1.668, -1.080], [-2.823, -1.613, -0.130], [-3.562, -0.987, -1.294], [3.650, -0.251, 2.172], [4.110, -1.013, 2.524], [3.685, -0.368, 1.222], [3.437, -2.880, 0.323], [3.814, -2.101, -0.086], [2.989, -3.333, -0.391], [0.563, -2.894, 3.274], [0.425, -1.947, 3.260], [0.174, -3.181, 4.100], [-2.763, 1.873, 0.787], [-2.142, 1.200, 1.067], [-3.303, 2.037, 1.560]],
  "forces_ev_per_a": [[0.75, -0.23, -1.63], [0.62, 0.93, -1.39], [-0.87, 1.54, 1.29], [0.16, -1.19, -1.47], [0.00, 0.11, -0.37], [-0.19, 0.09, 0.83], [0.33, -0.49, 0.06], [1.03, -0.77, 0.47], [-0.47, -0.25, 0.89], [0.37, -0.26, 0.09], [-0.25, 0.06, 0.16], [-0.23, 0.22, -0.25], [0.83, -0.41, 0.03], [-0.39, -0.05, -0.16], [-0.07, 0.20, -0.32], [0.38, -0.22, -0.44], [-0.12, 0.28, -0.07], [-0.27, -0.02, 0.42], [0.06, -0.27, 0.75], [-0.16, 0.40, -0.13], [0.10, -0.09, -0.34], [0.03, 0.67, 0.19], [-0.29, -0.47, 0.06], [-0.09, -0.04, -0.28], [-0.23, -1.17, 1.43], [-0.51, 0.11, -1.23], [0.51, 0.44, 0.19], [0.35, 0.45, 0.46], [-0.32, -0.15, 0.35], [-0.43, 0.16, -0.22], [-1.11, 1.26, 0.34], [0.17, -0.60, 0.59], [0.06, 0.03, -0.44], [-0.28, 0.72, 0.61], [0.43, -0.16, -0.55], [-0.10, -0.45, -0.29], [0.41, 0.04, -0.54], [-0.15, -0.01, 0.32], [-0.08, -0.24, 0.37], [0.40, -0.14, -0.13], [0.00, -0.21, 0.16], [-0.39, 0.16, 0.21]]
}


No. 2
{
  "formula": "C2H29O13",
  "method": "wB97M-V/def2-TZVPD",
  "e_lumo_ev": 2.38,
  "charge": -1,
  "relative_energy_kj_mol": 259.3,
  "gap_ev": 8.07,
  "total_energy_ha": -1071.7041,
  "symbols": ["C", "C", "O", "H", "H", "H", "H", "H", "O", "H", "H", "O", "H", "H", "O", "H", "H", "O", "H", "H", "O", "H", "H", "O", "H", "H", "O", "H", "H", "O", "H", "H", "O", "H", "H", "O", "H", "H", "O", "H", "H", "O", "H", "H"],
  "positions_angstrom": [[0.484, 1.249, -0.817], [1.108, 0.151, 0.032], [0.040, -0.833, 0.213], [0.088, 0.840, -1.744], [1.256, 2.035, -1.044], [-0.396, 1.711, -0.304], [1.315, 0.370, 1.067], [1.909, -0.265, -0.574], [-3.042, 0.434, -2.225], [-2.573, 1.244, -2.383], [-3.917, 0.744, -2.064], [1.382, -0.198, 4.486], [1.723, -0.702, 5.219], [1.837, -0.713, 3.765], [2.729, 0.163, -4.000], [2.225, 0.330, -4.765], [2.018, 0.238, -3.352], [-2.133, 3.477, 2.071], [-2.152, 3.262, 1.162], [-2.311, 4.384, 2.054], [2.696, -1.228, 2.231], [2.595, -1.322, 1.330], [2.471, -2.068, 2.673], [-1.663, -3.265, -0.598], [-1.166, -2.549, -0.238], [-0.970, -3.931, -0.646], [-1.332, 2.622, -2.861], [-0.718, 2.262, -2.237], [-1.309, 2.090, -3.679], [-0.180, 1.582, 2.501], [-0.788, 2.312, 2.325], [0.341, 1.517, 1.672], [0.597, -1.466, -2.605], [-0.306, -1.808, -2.896], [0.394, -1.213, -1.694], [-0.393, -1.424, 2.781], [-1.059, -2.161, 2.698], [-0.145, -1.191, 1.865], [1.913, -2.734, 0.004], [1.284, -2.059, -0.076], [2.624, -2.573, -0.666], [-2.364, 0.120, 0.756], [-1.427, -0.146, 0.483], [-2.679, 0.699, 0.067]],
  "forces_ev_per_a": [[0.57, 1.71, 0.65], [-3.57, -1.32, -0.35], [1.57, 0.16, -1.35], [0.33, -0.44, -0.03], [-0.75, -0.37, 0.03], [0.74, -0.25, -0.13], [1.28, 0.74, -0.11], [0.76, -0.01, 0.35], [0.32, -0.81, -0.19], [0.66, 0.82, -0.15], [-1.20, 0.02, 0.26], [1.23, -0.79, -0.62], [-0.06, -0.02, 0.95], [-1.12, 1.39, 0.25], [0.48, 0.17, 1.31], [-0.59, 0.20, -1.88], [0.17, -0.49, 0.53], [0.07, -1.13, 1.06], [-0.10, -0.92, -1.60], [-0.34, 2.29, 0.38], [1.00, 0.19, 4.06], [-0.61, -1.00, -2.88], [-0.01, 0.36, -1.04], [-0.26, -1.21, -0.51], [0.47, 1.64, 0.59], [-0.09, -0.26, -0.11], [-1.11, 0.46, -1.33], [0.77, -0.45, 0.35], [0.34, 0.30, 0.70], [0.79, 0.39, -0.88], [0.03, -0.21, 0.32], [-0.61, 0.10, 1.07], [-1.82, -0.55, -1.16], [1.77, 0.57, 0.54], [-0.32, -0.06, 0.81], [-1.04, -1.85, 0.53], [1.06, 1.32, -0.12], [-0.26, -0.02, -0.30], [3.55, -2.35, -0.66], [-2.49, 2.00, -0.12], [-1.21, -0.25, 0.75], [0.51, 0.01, 0.19], [-0.76, 0.03, 0.33], [-0.12, -0.11, -0.49]]
}


No. 3
{
  "formula": "C2H2BaO2",
  "method": "wB97M-V/def2-TZVPD",
  "e_lumo_ev": -1.07,
  "relative_energy_kj_mol": 0.0,
  "gap_ev": 4.70,
  "total_energy_ha": -253.2563,
  "symbols": ["H", "O", "C", "C", "O", "H", "Ba"],
  "positions_angstrom": [[-0.818, 1.369, -0.151], [-0.409, -0.739, 1.054], [-0.072, 0.505, 0.574], [0.324, 0.634, -0.824], [0.321, -0.475, -1.521], [0.527, 1.164, 1.230], [0.127, -2.458, -0.362]],
  "forces_ev_per_a": [[0.14, -1.08, 1.15], [-0.06, 0.40, 0.03], [0.26, -0.03, -1.48], [1.32, 0.85, 0.12], [-0.74, -0.21, 0.17], [-0.79, 0.06, -0.15], [-0.13, 0.01, 0.16]]
}


No. 4
{
  "formula": "C2H2BeFO",
  "method": "wB97M-V/def2-TZVPD",
  "e_lumo_ev": [-0.49, -0.63],
  "relative_energy_kj_mol": 213.1,
  "gap_ev": [6.73, 7.80],
  "total_energy_ha": -267.0905,
  "spin_multiplicity": 2,
  "symbols": ["C", "C", "O", "H", "F", "H", "Be"],
  "positions_angstrom": [[0.122, 0.707, -0.287], [-0.500, -0.157, 0.562], [0.502, -1.030, 0.763], [0.287, 1.779, -0.245], [0.450, 0.107, -1.512], [-0.984, 0.271, 1.451], [0.122, -1.677, -0.733]],
  "forces_ev_per_a": [[-3.19, 1.88, -0.97], [1.83, 4.47, 0.97], [0.12, -6.41, -1.85], [-0.45, -0.10, -0.76], [1.29, 0.15, 0.66], [-0.33, -0.49, -0.35], [0.73, 0.49, 2.31]]
}